[1]
The following is a DFT calculation (ωB97M-V with the def2-TZVPD basis set) of a molecular structure, C24H40N9P2RhS3.

Properties
Energy = -3417.731346 hartree
2S+1 = 5
LUMO (spin up / spin down) = -0.345 / -0.501 Eh
Orbital gap (spin up / spin down) = 9.41 / 5.14 eV
ΔE to the lowest compared entry with this formula, charge and spin = 0.182 eV
E_HOMO (spin up / spin down) = -0.6904 / -0.6896 Ha
Charge = +4

Element x y z (Å)
Rh 0.1852 -0.2921 -0.2395
C 1.8776 0.3835 -5.5276
N 1.9966 0.2914 -4.0646
C 3.1678 0.3784 -3.3700
C 2.8530 0.2061 -2.0536
N 1.5055 0.0109 -1.9426
C 1.0046 0.0663 -3.1775
P -0.7185 -0.2861 -3.6603
C -0.8469 -1.8616 -2.7536
N -0.4947 -2.0519 -1.4833
C -0.6816 -3.3809 -1.2229
C -1.1509 -3.9946 -2.3485
N -1.2512 -3.0270 -3.3031
C -1.7050 -3.2489 -4.6845
C -1.5978 0.7683 -2.4508
N -1.4184 0.7831 -1.1232
C -2.3289 1.6685 -0.6052
C -3.0662 2.1826 -1.6270
N -2.5939 1.6095 -2.7772
C -3.1341 1.8721 -4.1218
H 2.8282 0.7307 -5.9206
H 1.1018 1.0970 -5.7911
H 1.6529 -0.5953 -5.9443
H 4.1091 0.5321 -3.8696
H 3.5064 0.1660 -1.2011
H -0.4345 -3.8343 -0.2788
H -1.4063 -5.0208 -2.5516
H -2.0272 -4.2821 -4.7692
H -0.8861 -3.0710 -5.3769
H -2.5436 -2.5949 -4.9081
H -2.3986 1.8849 0.4473
H -3.8729 2.8957 -1.6397
H -3.8163 2.7133 -4.0488
H -3.6725 0.9984 -4.4804
H -2.3247 2.1267 -4.8002
C 3.4387 4.3014 0.4424
C 2.1562 4.3969 -0.3811
S 0.9164 3.1124 -0.1054
C 0.6534 3.1129 1.6789
C 1.6763 2.4141 2.5909
S 2.3848 0.8799 1.9171
C 4.1549 0.9762 2.3411
C 4.8058 2.2899 1.9310
S 4.2422 2.7066 0.2679
H 3.2844 4.5079 1.4989
H 4.1661 5.0334 0.0650
H 2.3787 4.3368 -1.4475
H 1.7455 5.3919 -0.1999
H -0.3253 2.6404 1.7947
H 0.5233 4.1347 2.0415
H 1.1945 2.1902 3.5433
H 2.4967 3.0852 2.8329
H 4.5976 0.1448 1.7915
H 4.3428 0.8042 3.4013
H 5.8936 2.1828 1.8902
H 4.5757 3.1195 2.5958
C -2.5635 -3.5136 3.2986
N -1.1241 -3.2266 3.8040
C -1.2210 -2.1449 4.9066
N -1.8770 -0.9905 4.4037
C -3.2237 -1.3217 3.9311
N -3.1797 -2.3150 2.8576
C -2.6101 -1.7885 1.6202
P -0.8638 -1.2548 1.8783
C -0.2154 -2.7924 2.6878
C -1.0896 -0.2566 3.4168
H -3.0907 -3.9388 4.1523
H -2.4778 -4.2543 2.5045
H -0.7484 -4.0838 4.2184
H -0.2039 -1.9366 5.2369
H -1.7919 -2.5985 5.7164
H -3.7183 -0.4204 3.5738
H -3.7998 -1.7231 4.7648
H -3.1999 -0.9345 1.2805
H -2.6544 -2.5411 0.8298
H 0.7743 -2.6061 3.1089
H -0.1314 -3.6167 1.9797
H -1.5990 0.6786 3.1746
H -0.1112 -0.0062 3.8339

[2]
The following is a DFT calculation (ωB97M-V with the def2-TZVPD basis set) of 2 unconnected molecules or ions with the total composition CH4OS2.

Properties
Energy = -911.741025 hartree
2S+1 = 2
LUMO (spin up / spin down) = -0.205 / -0.328 Eh
Orbital gap (spin up / spin down) = 7.10 / 3.77 eV
ΔE to the lowest compared entry with this formula, charge and spin = 0.000 eV
E_HOMO (spin up / spin down) = -0.4661 / -0.4661 Ha
Charge = +1

Element x y z (Å)
S -3.0893 -1.3159 -0.6989
S -2.3702 -0.5810 1.0113
H -2.9516 -0.1561 -1.3785
H -2.4408 -1.7836 1.6077
O 2.4996 1.4535 0.9398
C 2.7362 0.9678 -0.1253
H 2.6393 -0.1226 -0.3136
H 2.9770 1.5378 -1.0423

[3]
The following is a DFT calculation (ωB97M-V with the def2-TZVPD basis set) of 2 unconnected molecules or ions with the total composition C16H32O3P at a distorted geometry.

Properties
Energy = -1195.291785 hartree
LUMO = -0.144 Eh
Orbital gap = 6.23 eV
E_HOMO = -0.3732 Ha
Charge = +1

Element x y z (Å)
C 2.2161 4.1080 -0.5254
C 3.7409 3.6215 -0.0440
C 4.3553 4.4330 1.2755
C 4.5090 2.5596 -0.7660
C 5.0213 1.1364 -0.1337
C 3.8907 0.3012 0.7097
C 2.4146 0.2303 -0.0731
C 2.6078 -0.5084 -1.5525
C 1.4210 -0.7361 0.8009
C 0.0383 -0.0295 1.3233
P -0.8029 1.1423 0.0733
C -2.6039 0.6894 -0.3787
C -2.5828 0.1041 -1.9128
O -3.4480 -0.8559 -2.2563
O -1.6187 0.5486 -2.9312
H 1.4741 4.0264 0.4010
H 2.1995 5.2254 -0.9084
H 1.8241 3.3474 -1.3544
H 3.6900 4.2121 2.2165
H 5.5013 4.2103 1.4510
H 4.2484 5.5899 1.0344
H 4.8134 2.7951 -1.8935
H 5.9127 1.3988 0.6065
H 5.4510 0.4935 -1.0169
H 4.2385 -0.8354 0.8081
H 3.7665 0.7082 1.8213
H 2.0677 1.3428 -0.1777
H 1.6323 -1.1604 -1.7659
H 3.5852 -1.1762 -1.5447
H 2.6246 0.3107 -2.4185
H 1.1589 -1.7680 0.2798
H 2.0314 -1.0361 1.7824
H -0.7344 -0.9173 1.5211
H 0.1399 0.5159 2.3774
H 0.0560 1.3482 -1.0931
H -0.8661 2.4561 0.7273
H -3.3633 1.6022 -0.2633
H -2.9678 -0.1668 0.3536
H -0.7189 0.1069 -2.7539
C -4.7924 -3.9523 -0.5105
C -6.0916 -4.2025 0.2107
C -5.6644 -4.1473 1.6613
O -4.5565 -3.2394 1.7346
C -4.1110 -2.9553 0.4012
H -4.9203 -3.5795 -1.5299
H -4.2078 -4.8789 -0.5544
H -6.7963 -3.3901 -0.0023
H -6.5687 -5.1484 -0.0579
H -5.3183 -5.1257 2.0112
H -6.4660 -3.8041 2.3216
H -4.4100 -1.9293 0.1607
H -3.0205 -3.0211 0.3549

[4]
The following is a DFT calculation (ωB97M-V with the def2-TZVPD basis set) of 10 unconnected molecules or ions with the total composition C23H64ClO23S9 at a distorted geometry.

Properties
Energy = -6688.742979 hartree
LUMO = 0.061 Eh
Orbital gap = 7.40 eV
ΔE to the lowest compared entry with this formula, charge and spin = 1.745 eV
E_HOMO = -0.2106 Ha
Charge = -1

Element x y z (Å)
Cl 0.0710 0.5024 -0.4224
O -0.0028 1.7764 0.2315
O 0.4324 -0.5122 0.5214
O -1.1723 0.2263 -1.0694
O 1.1469 0.4745 -1.4170
O -2.5111 -2.1647 -4.3476
S -1.8348 -1.1912 -5.1530
O -0.4787 -1.3749 -5.5851
O -2.7548 -0.9652 -6.4717
C -2.2578 -0.0783 -7.4814
C -2.9106 -0.5377 -8.7924
C -1.9616 0.4693 -4.4171
H -1.1748 -0.0713 -7.5773
H -2.6233 0.9345 -7.3012
H -3.9905 -0.4390 -8.7006
H -2.5987 -1.5698 -8.9408
H -2.5875 0.1087 -9.6079
H -2.9511 0.6629 -4.0150
H -1.6660 1.2071 -5.1627
H -1.1972 0.5325 -3.6421
O -1.1162 -4.9286 -1.6332
S 0.2478 -4.5588 -1.9096
O 1.2397 -4.8024 -0.9124
O 0.7164 -5.2889 -3.2670
C -0.0549 -5.0942 -4.4447
C -0.0826 -6.4455 -5.1624
C 0.3608 -2.8172 -2.3904
H 0.4044 -4.3231 -5.0695
H -1.0785 -4.7554 -4.2690
H -0.4827 -7.1929 -4.4796
H 0.9122 -6.7393 -5.4997
H -0.6857 -6.4461 -6.0728
H 0.4888 -2.7848 -3.4683
H 1.2175 -2.3117 -1.9522
H -0.5712 -2.4296 -1.9846
O -2.5522 -6.4302 5.0651
S -1.4194 -5.5340 5.0956
O -0.0702 -5.9812 4.9170
O -1.7611 -4.3968 4.0056
C -0.7173 -3.4278 3.7617
C -1.2952 -2.2478 3.0434
C -1.5346 -4.5654 6.6124
H 0.0200 -3.8647 3.0896
H -0.2219 -3.0780 4.6676
H -0.5649 -1.5001 2.7303
H -2.1107 -1.8056 3.6214
H -1.7091 -2.5800 2.0852
H -1.4391 -5.2371 7.4594
H -2.5459 -4.1583 6.6253
H -0.8639 -3.7172 6.5287
O -3.1775 3.4824 4.8691
S -2.5921 2.7663 3.7675
O -1.4365 1.9438 4.0537
O -3.7199 1.8922 2.9631
C -3.2516 0.7486 2.2082
C -4.3094 -0.3413 2.3513
C -2.1787 3.9674 2.4771
H -2.2674 0.4709 2.5866
H -3.1203 0.9402 1.1385
H -3.7916 -1.2197 1.9557
H -5.2336 -0.0996 1.8327
H -4.5730 -0.5363 3.3907
H -3.0894 4.3798 2.0574
H -1.6286 3.4027 1.7220
H -1.5153 4.6525 3.0017
O 2.7971 7.0627 0.4947
S 1.6340 6.2931 0.8661
O 1.0923 6.4662 2.2005
O 0.4782 6.6247 -0.2276
C -0.8749 6.3546 0.1405
C -1.8544 6.6385 -0.9794
C 1.9626 4.5165 0.5870
H -1.1399 6.9198 1.0351
H -0.9353 5.2982 0.4152
H -2.9114 6.4835 -0.7862
H -1.5409 5.9979 -1.8065
H -1.7481 7.6287 -1.4295
H 2.2601 4.1308 1.5569
H 2.8030 4.4843 -0.1016
H 1.0648 4.0866 0.1518
C 2.9169 -4.8780 3.6302
S 2.7324 -3.1657 3.1520
O 4.1274 -2.6193 3.3938
C 2.5785 -3.3671 1.3342
H 2.1471 -5.4541 3.1102
H 2.7053 -4.9210 4.6981
H 3.9075 -5.2840 3.4419
H 3.3202 -4.0753 0.9788
H 2.5589 -2.3542 0.9444
H 1.5894 -3.8016 1.1825
C 6.2930 -0.3225 0.0607
S 4.8540 -0.4386 1.1733
O 5.3126 -0.0884 2.5429
C 3.9159 1.0099 0.5345
H 7.1286 -0.6390 0.6829
H 6.4703 0.6670 -0.3672
H 6.2363 -0.9896 -0.8015
H 3.7210 0.9384 -0.5354
H 4.6354 1.8354 0.5884
H 3.0531 1.1937 1.1644
C 1.5420 1.9462 3.7391
S 1.8385 0.1869 4.0004
O 3.2172 -0.0576 4.4989
C 0.7807 -0.1859 5.4145
H 2.5021 2.4051 3.4777
H 1.2306 2.5108 4.6208
H 0.9177 2.1965 2.8821
H -0.2529 0.0342 5.1319
H 1.0698 0.5013 6.2097
H 0.8554 -1.2364 5.6742
C 0.1606 5.6395 -4.4005
S -0.7031 4.0481 -4.3278
O 0.0835 3.0796 -5.1823
C -0.3618 3.5663 -2.5960
H -0.3282 6.1775 -3.5870
H 0.0170 6.1538 -5.3476
H 1.2338 5.4864 -4.2937
H 0.6577 3.8727 -2.3696
H -0.4624 2.4914 -2.4818
H -1.1112 3.9541 -1.9061

[5]
The following is a DFT calculation (ωB97M-V with the def2-TZVPD basis set) of a molecular structure, C24H16CdN4O4S at a distorted geometry.

Properties
Energy = -2010.007465 hartree
LUMO = -0.030 Eh
Orbital gap = 6.73 eV
ΔE to the lowest compared entry with this formula, charge and spin = 0.751 eV
E_HOMO = -0.2772 Ha
Charge = 0

Element x y z (Å)
Cd 0.0452 -0.9858 -0.8356
O 0.7449 -0.9415 3.7565
S 0.8602 -1.3210 2.3519
O 0.0460 -2.4137 1.8614
N 0.5079 -0.1238 1.2208
C 1.0469 1.1300 1.3546
C 1.5774 1.6555 2.5293
C 1.8058 2.9943 2.6918
C 1.8655 3.7694 1.5677
C 1.2364 3.3658 0.3520
C 1.1026 4.2069 -0.7457
C 0.2475 3.7831 -1.7648
C -0.2551 2.4616 -1.7400
N 0.0550 1.5254 -0.7821
C 0.7380 1.9883 0.2652
C 2.5691 -1.6372 2.2308
C 3.0693 -2.4965 3.2679
C 4.4679 -2.8319 3.2176
C 5.2703 -2.3683 2.1853
C 4.6898 -1.6585 1.1081
C 3.3939 -1.2428 1.1657
H 1.7814 0.8816 3.2908
H 1.9367 3.4484 3.6713
H 2.0875 4.8192 1.6437
H 1.5086 5.2105 -0.7306
H 0.0812 4.2930 -2.6708
H -0.8163 2.1060 -2.6178
H 2.4068 -3.0449 3.9201
H 4.8460 -3.4677 4.0026
H 6.3614 -2.6244 2.2049
H 5.3075 -1.3060 0.3200
H 2.9990 -0.6560 0.3254
N 2.6495 -2.0665 -2.5359
C 1.6085 -1.7224 -2.0759
H 3.4598 -2.3520 -3.1834
O -3.3537 0.5881 0.5265
C -3.4080 -0.2175 -0.4122
N -2.3949 -1.0734 -0.7379
C -2.6902 -1.5489 -1.9753
O -2.0142 -2.2328 -2.7673
C -4.0590 -1.1836 -2.3350
C -4.8762 -1.6423 -3.3709
C -6.2296 -1.2966 -3.3017
C -6.6680 -0.3532 -2.4127
C -5.8346 0.1846 -1.4166
C -4.5515 -0.2946 -1.3844
H -4.5195 -2.3406 -4.1054
H -6.8517 -1.8788 -3.9863
H -7.6952 0.0751 -2.5529
H -6.1557 0.8368 -0.5909

[6]
The following is a DFT calculation (ωB97M-V with the def2-TZVPD basis set) of a molecular structure, C30H24N3O3OsS.

Properties
Energy = -2036.546817 hartree
LUMO = 0.095 Eh
Orbital gap = 5.99 eV
ΔE to the lowest compared entry with this formula, charge and spin = 0.349 eV
E_HOMO = -0.1256 Ha
Charge = -1

Element x y z (Å)
Os 0.6308 0.1746 -0.5181
O 0.2652 -0.8532 -2.3266
C 0.4814 -2.1258 -2.4408
C 0.9440 -2.6420 -3.6744
C 1.0916 -3.9936 -3.8926
C 0.7880 -4.9190 -2.8902
C 0.3494 -4.4447 -1.6709
C 0.1984 -3.0784 -1.4065
C -0.1522 -2.7224 -0.0389
N -0.0817 -1.5401 0.4531
N -0.2981 -1.4100 1.8222
C -0.1225 -0.1631 2.1923
O 0.1475 0.8371 1.4293
C -0.2804 0.1304 3.6487
C -0.0016 1.4108 4.1160
C -0.1279 1.7084 5.4652
C -0.5370 0.7290 6.3592
C -0.8191 -0.5502 5.8959
C -0.6910 -0.8496 4.5489
H 1.1721 -1.9189 -4.4476
H 1.4491 -4.3415 -4.8556
H 0.9030 -5.9814 -3.0610
H 0.1239 -5.1459 -0.8730
H -0.4137 -3.5315 0.6435
H 0.3109 2.1600 3.4012
H 0.0929 2.7080 5.8191
H -0.6364 0.9604 7.4128
H -1.1401 -1.3177 6.5899
H -0.9027 -1.8407 4.1723
S -2.7749 2.8948 -2.1675
C -3.6177 1.6953 -1.2347
C -4.9817 1.5654 -1.0073
C -5.4153 0.5198 -0.2118
C -4.4997 -0.3782 0.3437
C -3.1428 -0.2530 0.1148
C -2.6928 0.7963 -0.6857
N -1.3772 1.0615 -1.0172
C -1.2575 2.1241 -1.7627
C 0.0494 2.5996 -2.1452
C 0.2119 3.6902 -3.0078
C 1.4740 4.0898 -3.3814
C 2.5689 3.3663 -2.8916
C 2.3980 2.2941 -2.0402
C 1.1281 1.8533 -1.5905
H -5.6860 2.2658 -1.4378
H -6.4735 0.4003 -0.0166
H -4.8593 -1.1872 0.9668
H -2.4324 -0.9430 0.5464
H -0.6611 4.2122 -3.3896
H 1.6174 4.9291 -4.0501
H 3.5714 3.6488 -3.1976
H 3.2815 1.7576 -1.7128
C 3.1363 1.6113 1.0682
O 3.4160 0.3629 0.4361
C 2.4206 -0.3510 -0.1699
C 3.0431 -1.6989 -0.4473
H 3.7463 2.3848 0.6010
H 3.4166 1.5154 2.1192
H 2.0855 1.8703 0.9830
H 4.1330 -1.6404 -0.4453
H 2.6955 -2.1173 -1.3881
H 2.7346 -2.3889 0.3464

[7]
The following is a DFT calculation (ωB97M-V with the def2-TZVPD basis set) of a molecular structure, C19H16Br2N9OSSn.

Properties
Energy = -7062.007062 hartree
LUMO = -0.123 Eh
Orbital gap = 7.00 eV
ΔE to the lowest compared entry with this formula, charge and spin = 0.495 eV
E_HOMO = -0.3805 Ha
Charge = +1

Element x y z (Å)
Sn -0.0236 0.2184 -0.7321
Br -4.2714 3.0158 -0.1280
C -2.5156 3.6974 -0.1343
C -2.3200 5.0881 -0.0262
C -1.0620 5.6118 -0.0322
Br -0.8459 7.4819 0.1173
C 0.0703 4.7678 -0.1551
C 1.4114 5.2040 -0.1687
C 2.4239 4.2946 -0.2989
C 2.1110 2.9340 -0.4281
N 0.8707 2.4906 -0.4217
C -0.1506 3.3810 -0.2741
C -1.4611 2.8215 -0.2479
O -1.5995 1.5109 -0.3383
H -3.1785 5.7385 0.0649
H 1.6257 6.2600 -0.0766
H 3.4579 4.6085 -0.3055
H 2.8905 2.1927 -0.5408
C 4.3134 0.1464 2.7061
N 3.4308 -1.0040 2.5590
C 3.1946 -1.9575 3.5333
C 2.3517 -2.8576 3.0150
N 2.0487 -2.4429 1.7193
C 2.7386 -1.2899 1.4329
S 2.8286 -0.3795 0.0074
C 1.3261 -3.2533 0.7901
C 1.4002 -4.6375 0.8943
C 0.7113 -5.3922 -0.0360
C -0.0097 -4.7492 -1.0321
C -0.0249 -3.3686 -1.0295
N 0.6171 -2.6285 -0.1247
H 4.8567 0.0398 3.6407
H 3.7327 1.0674 2.7189
H 5.0088 0.1839 1.8720
H 3.6454 -1.9050 4.5083
H 1.8910 -3.7145 3.4695
H 2.0126 -5.1127 1.6464
H 0.7565 -6.4725 0.0053
H -0.5433 -5.3035 -1.7910
H -0.5840 -2.8173 -1.7779
N -3.9198 -3.4099 1.9344
N -3.4186 -2.3994 1.1483
N -4.2051 -1.5733 0.4996
C -3.3166 -0.7332 -0.0202
N -2.0650 -1.0737 0.3120
N -2.1516 -2.1522 1.0753
H -4.8650 -3.6084 1.6376
H -3.2946 -4.2023 1.9068
H -3.5691 0.1344 -0.6051

[8]
The following is a DFT calculation (ωB97M-V with the def2-TZVPD basis set) of C6H10N2 in the gas phase at a distorted geometry.

Properties
SMILES = C/N=C(\C)[C@@]1(C)C=N1
Energy = -344.001445 hartree
LUMO = 0.034 Eh
Orbital gap = 9.40 eV
ΔE to the lowest compared entry with this formula, charge and spin = 3.681 eV
E_HOMO = -0.3112 Ha
Charge = 0

Element x y z (Å)
C 1.9420 0.6012 1.4804
C 1.0813 0.0752 -1.3858
C -2.0515 -0.6487 -1.1229
N 0.7257 -0.0820 1.1043
C 0.2842 -0.0400 -0.1299
C -1.1555 -0.0571 -0.0763
C -1.3255 -0.1410 1.4557
N -1.8049 0.9070 0.9447
H -1.5135 -0.8631 2.2290
H 2.1288 0.4175 2.5382
H 1.8757 1.6802 1.3082
H 2.7901 0.2149 0.9067
H 1.8467 -0.7016 -1.4228
H 1.5894 1.0419 -1.4081
H 0.4463 -0.0066 -2.2642
H -1.5283 -1.4111 -1.7005
H -2.4112 0.1233 -1.8044
H -2.9197 -1.1099 -0.6525

| no. | molecular weight (Da) |
| --- | --- |
| 1 | 715.70 |
| 2 | 96.18 |
| 3 | 303.40 |
| 4 | 1032.80 |
| 5 | 568.90 |
| 6 | 696.84 |
| 7 | 696.99 |
| 8 | 110.16 |